C4H12N2O as an isolated structure at a distorted geometry. Source: OMol25; level of theory: ωB97M-V/def2-TZVPD.

Spin multiplicity: 1
HOMO level, eV: -8.14
Kohn-Sham gap, hartree: 0.3379
Total energy, a.u.: -344.282829
Relative energy (zero: lowest compared OMol25 entry of this formula, charge and spin), eV: 2.781
Total charge: 0

Structure (XYZ):
```
19
Properties=species:S:1:pos:R:3:forces:R:3
C 0.3918 -0.6649 -0.1859 0.70 -0.37 1.12
C 0.1357 0.7925 0.3172 0.56 -0.78 1.28
C -0.7937 -1.5089 -0.6217 0.31 0.13 0.08
C -1.3269 1.1998 0.3769 0.12 -0.01 0.15
N 0.9379 -1.1859 1.1665 -0.12 -1.88 -0.52
N 0.9491 1.7047 -0.4864 0.07 0.19 0.16
O 1.3966 -0.7182 -1.1474 0.00 0.07 -0.14
H 1.7869 0.1867 -1.1479 -0.17 -0.20 0.00
H 0.6584 0.1955 1.4684 -1.41 3.05 -1.83
H 1.9551 -1.2203 1.1667 -0.07 0.00 -0.38
H 0.6107 -2.1203 1.4001 0.06 -0.11 -0.02
H 0.4578 2.0056 -1.3284 -0.03 0.05 0.18
H 1.2037 2.5318 0.0371 0.03 -0.06 -0.04
H -0.4389 -2.4946 -0.9218 -0.03 0.00 -0.07
H -1.2792 -1.0295 -1.4695 -0.03 -0.05 -0.05
H -1.5212 -1.6224 0.1791 -0.03 0.01 0.04
H -1.4154 2.1923 0.8221 -0.01 0.00 -0.02
H -1.9148 0.5195 0.9934 -0.03 -0.03 0.01
H -1.7940 1.2367 -0.6185 0.08 -0.01 0.05
```
Forces are in eV/Å.

Here are the natural (NBO) charges for atoms 1 to 8, given in e:
1 C 0.3838
2 C -0.1772
3 C -0.6429
4 C -0.6381
5 N -0.8831
6 N -0.8787
7 O -0.7405
8 H 0.5007



A 2-piece molecular cluster, C4H12N2O overall at a distorted geometry. Source: OMol25; level of theory: ωB97M-V/def2-TZVPD.

Spin multiplicity: 1
HOMO level, eV: -8.79
Kohn-Sham gap, hartree: 0.3531
Total energy, a.u.: -344.240233
Relative energy (zero: lowest compared OMol25 entry of this formula, charge and spin), eV: 3.940
SMILES: C[C@H](N)O.C=NC
Total charge: 0

Structure (XYZ):
```
19
Properties=species:S:1:pos:R:3:forces:R:3
C 0.8664 -1.2733 -0.3247 -0.59 0.99 -2.60
C 0.0767 -0.0231 -1.3922 0.76 -3.47 2.21
N 0.6893 -0.1846 -2.6455 -0.44 -0.42 0.44
O 0.1215 1.2470 -0.9151 1.90 2.02 2.57
H 0.5629 -2.1559 -0.8856 0.38 -0.05 -0.31
H 1.9178 -1.0554 -0.4988 0.24 -0.17 -0.20
H 0.7811 -1.5657 0.7110 -0.68 0.89 0.30
H -0.9633 -0.3575 -1.4252 0.03 0.08 -0.27
H 1.6459 0.1472 -2.6837 -0.56 -0.12 -0.80
H 0.0483 -0.3561 -3.4106 1.01 0.40 -0.08
H 0.7768 1.3443 -0.1111 -1.86 -0.53 -2.52
C 0.3396 1.1804 1.7756 -1.54 -1.28 2.36
N -0.2359 0.0294 1.8396 0.92 1.76 0.23
C -1.6403 -0.0507 1.5396 -0.36 0.18 0.25
H -0.2387 2.1082 1.7316 0.01 0.03 -0.74
H 1.3167 1.2694 2.2340 0.49 -0.13 -0.46
H -1.8179 -0.9213 0.9200 -0.06 -0.20 -0.16
H -2.1752 -0.2160 2.4876 0.15 -0.02 -0.23
H -2.0717 0.8335 1.0535 0.19 0.03 0.01
```
Forces are in eV/Å.

Here are the natural (NBO) charges for atoms 1 to 8, given in e:
1 C -0.6962
2 C 0.2974
3 N -0.8917
4 O -0.7343
5 H 0.1983
6 H 0.1849
7 H 0.2311
8 H 0.1507



A 2-piece molecular cluster, C4H12N2O overall. Source: OMol25; level of theory: ωB97M-V/def2-TZVPD.

Spin multiplicity: 1
HOMO level, eV: -7.93
Kohn-Sham gap, hartree: 0.3166
Total energy, a.u.: -344.324840
Relative energy (zero: lowest compared OMol25 entry of this formula, charge and spin), eV: 1.638
SMILES: CC/C(N)=C\N.O
Total charge: 0

Structure (XYZ):
```
19
Properties=species:S:1:pos:R:3:forces:R:3
C -0.2916 2.0919 0.9030 -0.56 -0.51 -0.28
C -0.8874 0.6747 0.9060 0.87 -0.40 -0.01
C -0.5067 -0.2031 -0.2761 -0.83 -0.16 -0.08
N -0.2695 -1.6181 -0.0338 0.21 0.86 0.26
C -0.6120 0.1620 -1.5469 0.43 0.03 -0.61
N -0.9352 1.4480 -2.0290 -0.26 0.17 -0.16
H -0.2662 2.4735 1.9166 0.09 0.28 0.08
H 0.7047 2.0943 0.4650 0.18 -0.03 0.18
H -0.9192 2.7212 0.2822 -0.02 0.35 0.07
H -0.5297 0.1408 1.7907 0.00 0.08 0.08
H -1.9737 0.6931 1.0006 -0.14 0.17 -0.06
H 0.5582 -1.6761 0.5565 -0.08 -0.43 0.01
H -1.0452 -1.9238 0.5459 0.07 -0.32 0.05
H -0.4034 -0.5881 -2.3036 -0.16 -0.08 0.07
H -1.0513 1.5135 -3.0319 0.10 -0.29 0.19
H -0.3032 2.1704 -1.7398 0.10 0.23 0.22
O 2.6255 -2.3245 1.4521 0.54 0.40 0.22
H 3.2244 -2.6375 2.1464 -0.30 -0.07 -0.17
H 3.0325 -1.4827 1.1927 -0.23 -0.28 -0.06
```
Forces are in eV/Å.

Here are the natural (NBO) charges for atoms 1 to 8, given in e:
1 C -0.6082
2 C -0.4488
3 C 0.0804
4 N -0.8285
5 C -0.0308
6 N -0.8458
7 H 0.2097
8 H 0.1989